{"formula": "C25H36LuN5O3Si", "method": "ωB97M-V/def2-TZVPD", "total_charge": -2, "gap_ev": 4.335, "elements": ["Lu", "C", "C", "C", "C", "C", "C", "C", "C", "C", "C", "N", "C", "C", "C", "C", "C", "N", "H", "H", "H", "H", "H", "H", "H", "H", "H", "H", "H", "H", "H", "H", "H", "H", "H", "O", "N", "O", "O", "C", "Si", "C", "C", "C", "H", "H", "H", "H", "H", "H", "H", "H", "H", "H", "H", "N", "H", "H", "H", "N", "C", "C", "C", "C", "C", "C", "H", "H", "H", "H", "H"], "coordinates": [[12.347, 9.041, 10.673], [12.549, 4.607, 13.711], [12.951, 5.580, 12.588], [14.316, 6.247, 12.914], [15.407, 5.373, 13.138], [16.664, 5.915, 13.416], [16.911, 7.307, 13.292], [15.845, 8.240, 13.133], [16.059, 9.711, 13.099], [17.407, 10.257, 13.599], [14.559, 7.674, 12.935], [13.401, 8.505, 12.813], [12.766, 8.970, 13.875], [11.505, 9.614, 13.635], [10.530, 10.081, 14.579], [9.489, 10.602, 13.832], [9.784, 10.359, 12.509], [11.025, 9.788, 12.335], [11.757, 3.947, 13.362], [11.966, 5.158, 14.555], [13.375, 3.984, 14.132], [12.207, 6.306, 12.469], [13.100, 5.091, 11.602], [15.190, 4.318, 13.107], [17.485, 5.272, 13.623], [17.934, 7.688, 13.322], [15.360, 10.167, 13.783], [15.798, 10.128, 12.149], [17.899, 9.549, 14.211], [17.199, 11.236, 14.108], [18.000, 10.548, 12.688], [13.126, 8.900, 14.880], [10.704, 10.128, 15.641], [8.582, 11.074, 14.236], [9.195, 10.517, 11.615], [13.636, 12.490, 9.308], [13.251, 11.425, 9.751], [14.000, 10.773, 10.597], [12.105, 10.926, 9.474], [12.431, 5.793, 7.149], [13.674, 7.197, 7.558], [12.879, 8.757, 6.765], [15.255, 6.602, 6.588], [13.936, 7.501, 9.351], [11.893, 5.921, 6.170], [11.551, 5.791, 7.864], [12.975, 4.792, 7.103], [12.559, 8.492, 5.760], [13.616, 9.605, 6.660], [11.986, 9.085, 7.265], [16.221, 6.756, 7.114], [15.408, 7.084, 5.574], [15.084, 5.497, 6.498], [15.064, 7.627, 9.500], [13.642, 6.575, 9.979], [9.695, 7.150, 12.726], [9.807, 7.696, 11.907], [9.237, 7.724, 13.498], [9.014, 6.393, 12.424], [10.735, 8.110, 9.901], [9.697, 7.875, 9.233], [8.793, 6.772, 9.472], [7.584, 6.720, 8.850], [7.112, 7.789, 8.117], [7.925, 8.939, 7.890], [9.228, 8.938, 8.346], [9.151, 5.830, 9.912], [6.983, 5.804, 8.991], [6.124, 7.697, 7.543], [7.574, 9.806, 7.337], [9.821, 9.833, 8.219]], "atomic_forces_ev_per_a": [[0.77, -1.62, -1.21], [-1.28, 0.48, 1.13], [2.40, -0.50, 0.53], [0.75, 0.45, -0.29], [-0.46, 1.94, 0.24], [-0.42, 1.11, -0.95], [-1.11, -0.07, 0.26], [0.40, -2.46, -0.51], [0.00, 0.51, 1.23], [-0.60, 1.86, -2.12], [-0.64, -0.89, 0.93], [-0.20, 0.08, 1.34], [-0.31, -0.17, -2.95], [-0.96, 0.59, 0.42], [2.07, -0.20, -0.53], [-1.21, 0.20, 0.85], [1.56, -0.51, -1.72], [-1.31, 0.91, 2.69], [0.10, -0.33, -0.28], [1.46, -0.61, -1.17], [-0.66, 0.62, -0.29], [-1.25, 1.00, -0.23], [-0.24, 0.01, 0.62], [0.35, -0.23, 0.11], [0.64, -0.48, 0.04], [-0.27, -0.27, 0.23], [-0.75, -0.06, 0.11], [-0.13, 0.16, -0.77], [0.75, -0.37, 0.76], [0.42, -1.00, -0.12], [0.00, -0.55, 1.04], [0.39, -0.36, 0.64], [-0.19, -0.07, 0.16], [0.45, -0.32, -0.36], [-0.10, 0.18, 0.13], [-0.43, -0.48, -0.19], [0.89, 0.24, 1.12], [-1.32, 0.67, -1.21], [1.15, 0.77, -0.08], [-0.82, -0.56, -0.15], [-0.81, 0.30, 0.22], [1.60, -0.03, -0.72], [0.26, 0.22, -0.47], [0.93, -0.96, 1.15], [0.77, 0.00, 0.50], [1.19, -0.21, -0.35], [-0.88, 1.04, 0.30], [0.01, 0.01, -0.44], [-0.73, -0.64, 0.25], [-0.28, 0.15, 0.61], [-0.65, -0.07, -0.03], [-0.41, -0.71, 0.85], [0.38, 0.85, -0.24], [-1.14, -0.08, 0.05], [0.44, 1.06, -0.94], [-2.00, -1.63, 2.05], [0.34, 0.88, -1.08], [0.69, -0.91, -1.58], [1.00, 1.32, 0.69], [2.95, -0.24, 1.57], [-2.23, 0.83, -0.51], [1.03, -0.97, -0.72], [-0.75, -0.44, 0.07], [-2.27, 0.93, -1.91], [0.57, -1.20, 0.23], [-1.65, -0.31, -0.08], [0.16, 0.67, 0.30], [0.09, 0.52, -0.23], [1.33, 0.20, 1.03], [-0.24, -0.12, -0.10], [0.36, -0.11, 0.07]]}

---

{"formula": "C25H36N2O4", "method": "ωB97M-V/def2-TZVPD", "gap_ev": 8.562, "e_above_lowest_kj_mol": 2343.58, "elements": ["C", "C", "H", "H", "O", "C", "O", "C", "C", "H", "H", "C", "N", "C", "O", "C", "H", "C", "N", "C", "O", "C", "C", "C", "C", "H", "H", "H", "H", "H", "H", "H", "H", "H", "H", "H", "C", "C", "H", "H", "H", "H", "H", "H", "C", "C", "H", "H", "C", "C", "C", "C", "C", "C", "C", "H", "H", "H", "H", "H", "H", "H", "H", "H", "H", "H", "H"], "coordinates": [[-1.518, -0.033, -3.701], [-2.668, 0.267, -2.598], [-3.092, 1.304, -2.735], [-3.384, -0.432, -2.713], [-1.939, 0.183, -1.193], [-1.280, 0.995, -0.691], [-1.235, 2.000, -1.095], [-0.653, 0.749, 0.499], [0.525, 1.712, 0.719], [1.006, 1.714, -0.116], [0.085, 2.572, 0.805], [1.515, 1.256, 1.736], [1.978, -0.025, 1.764], [3.144, -0.558, 1.168], [3.494, -1.544, 0.965], [4.349, 0.423, 1.210], [5.232, 0.011, 1.571], [4.375, 1.068, -0.183], [4.232, 0.188, -1.338], [3.216, -0.306, -1.931], [2.233, 0.549, -1.732], [3.306, -1.477, -3.017], [4.340, -2.358, -2.838], [5.697, -1.682, -2.624], [5.522, -0.466, -1.482], [6.333, -0.009, -1.188], [5.585, -1.363, -0.261], [6.444, -2.141, -2.662], [5.876, -0.950, -3.409], [4.395, -3.028, -3.538], [4.163, -2.850, -1.944], [2.300, -1.679, -2.855], [3.247, -0.848, -3.919], [5.276, 1.809, -0.221], [3.487, 1.751, -0.360], [4.043, 1.292, 1.740], [0.859, -0.962, 1.481], [-0.080, -1.035, 0.361], [0.520, -0.786, -0.618], [-0.779, -1.632, 0.124], [0.280, -1.321, 2.564], [1.441, -2.359, 1.227], [1.024, 1.105, 2.852], [2.334, 1.872, 2.072], [-1.624, 0.692, 1.585], [-2.739, 1.904, 1.858], [-2.911, 2.033, 2.933], [-2.158, 2.732, 1.562], [-3.968, 1.836, 0.876], [-4.654, 0.535, 1.376], [-5.551, 0.787, 2.584], [-6.298, -0.264, 3.077], [-6.459, -1.422, 2.438], [-5.562, -1.768, 1.409], [-4.867, -0.725, 0.923], [-4.264, -0.961, -0.147], [-5.472, -2.556, 0.824], [-6.779, -2.414, 2.812], [-6.906, -0.214, 3.933], [-5.670, 1.412, 3.229], [-3.739, 1.695, -0.013], [-4.525, 2.588, 1.102], [-1.218, 0.607, 2.625], [-2.193, -0.365, 1.577], [-1.885, 0.211, -4.588], [-1.106, -0.997, -3.603], [-0.618, 0.686, -3.452]], "atomic_forces_ev_per_a": [[1.72, 2.66, 6.16], [5.48, 3.67, 0.09], [0.67, -1.14, 0.39], [-2.33, -2.52, 0.82], [-9.64, -13.10, -7.10], [2.93, -3.50, 5.62], [1.51, 18.55, -7.24], [3.23, -5.20, 4.05], [-0.50, -5.72, 2.83], [2.95, 0.27, -5.53], [-1.89, 5.33, 1.30], [-1.91, 2.25, 6.12], [-1.34, -6.63, -4.21], [-1.20, 17.97, 5.29], [3.31, -18.68, -4.19], [-3.27, 2.55, -1.98], [1.32, -0.96, 0.43], [-1.02, 3.11, -0.73], [8.70, -1.39, 1.27], [-4.62, 4.63, -1.01], [0.13, -4.25, -1.57], [-3.55, 7.47, 0.76], [4.24, 0.80, 3.65], [-12.19, 11.69, 0.32], [-3.59, -9.64, 2.13], [4.03, 3.26, 0.56], [-0.15, 2.22, -2.97], [11.21, -7.56, 0.86], [-0.30, -0.22, -1.27], [0.39, -3.91, -4.15], [-0.37, -1.51, 1.92], [-1.96, -2.04, -0.20], [0.51, -0.38, -0.17], [-1.23, -1.70, -0.66], [0.85, -0.64, 0.94], [0.45, 0.68, 1.19], [0.28, -8.53, 4.37], [6.93, 11.67, -1.45], [-0.79, -0.97, 1.54], [-5.14, -4.54, -0.44], [1.60, 1.51, -2.86], [-1.03, 3.88, 1.23], [-0.01, 1.62, -2.21], [0.04, 1.00, -0.77], [-4.26, -1.67, 4.29], [2.03, -1.65, -2.31], [-0.57, -0.46, -0.43], [0.62, 1.58, -0.23], [1.93, -6.17, 8.98], [-4.61, 3.24, 4.13], [2.58, -9.16, -7.90], [-0.73, 0.92, -0.22], [2.34, -6.28, -1.68], [-2.11, 4.69, 2.51], [4.88, 0.60, -6.04], [-1.34, 0.56, 2.82], [-0.30, -4.24, -1.78], [-1.26, 1.25, 0.67], [-0.44, 0.93, 1.27], [-0.04, 8.98, 6.31], [2.48, -0.53, -8.27], [-3.77, 4.65, 0.76], [0.56, 0.13, -1.04], [0.82, 2.39, -0.33], [-1.47, 0.71, -4.05], [0.03, -1.35, -0.05], [-1.79, -1.20, -0.57]]}

---

{"formula": "C25H36N4O7PS2V", "method": "ωB97M-V/def2-TZVPD", "s2": 0.76, "spin_multiplicity": 2, "total_charge": 1, "gap_ev": [7.568, 6.998], "e_above_lowest_kj_mol": 48.17, "elements": ["V", "C", "C", "C", "C", "C", "C", "C", "H", "H", "H", "H", "H", "H", "H", "H", "S", "C", "C", "N", "C", "H", "H", "H", "C", "O", "P", "O", "C", "O", "C", "H", "H", "H", "H", "H", "H", "H", "H", "H", "O", "C", "O", "C", "C", "C", "C", "C", "C", "N", "O", "O", "H", "H", "H", "H", "C", "C", "N", "C", "S", "N", "C", "C", "H", "H", "H", "H", "H", "H", "H", "H", "H", "H", "H", "H"], "coordinates": [[-0.514, -1.130, -0.107], [-2.689, 2.448, -1.583], [-1.876, 2.101, -0.364], [-2.292, 1.073, 0.493], [-1.613, 0.818, 1.684], [-0.503, 1.593, 2.027], [-0.054, 2.568, 1.156], [-0.736, 2.817, -0.032], [-2.726, 1.627, -2.301], [-2.283, 3.322, -2.092], [-3.720, 2.671, -1.300], [-3.219, 0.562, 0.276], [-2.008, 0.107, 2.387], [-0.013, 1.437, 2.977], [0.819, 3.158, 1.409], [-0.391, 3.602, -0.697], [0.134, -4.975, -2.383], [1.296, -3.814, -2.852], [1.156, -2.703, -2.099], [0.130, -2.760, -1.161], [-0.486, -3.917, -1.221], [2.014, -4.010, -3.636], [1.757, -1.812, -2.172], [-1.305, -4.189, -0.573], [2.267, -3.424, 1.256], [2.586, -2.137, 0.716], [1.593, -0.877, 0.947], [2.582, 0.267, 0.408], [2.998, 0.361, -0.958], [1.690, -0.581, 2.515], [2.949, -0.285, 3.149], [2.692, -3.520, 2.255], [2.710, -4.172, 0.604], [1.191, -3.592, 1.313], [3.695, 1.188, -1.019], [2.146, 0.553, -1.607], [3.512, -0.553, -1.258], [2.812, -0.465, 4.211], [3.210, 0.756, 2.978], [3.740, -0.924, 2.762], [-2.073, -1.088, -1.612], [-1.237, -0.448, -2.318], [-0.166, -0.016, -1.766], [-1.466, -0.243, -3.771], [-2.600, -0.763, -4.381], [-2.803, -0.579, -5.741], [-1.871, 0.120, -6.495], [-0.750, 0.625, -5.862], [-0.526, 0.459, -4.514], [0.257, 1.370, -6.661], [0.066, 1.455, -7.856], [1.280, 1.700, -6.092], [-3.320, -1.307, -3.782], [-3.685, -0.982, -6.220], [-1.999, 0.281, -7.557], [0.357, 0.870, -4.046], [-5.663, -3.100, -0.626], [-5.137, -1.982, 0.262], [-3.710, -2.122, 0.580], [-3.067, -2.676, 1.605], [-1.320, -2.538, 1.700], [-3.643, -3.335, 2.611], [-5.044, -3.663, 2.913], [-5.708, -2.634, 3.816], [-6.706, -2.916, -0.890], [-5.600, -4.074, -0.134], [-5.081, -3.153, -1.550], [-5.711, -1.884, 1.175], [-5.230, -1.032, -0.260], [-3.086, -1.723, -0.108], [-2.979, -3.570, 3.332], [-5.033, -4.638, 3.397], [-5.595, -3.790, 1.991], [-5.173, -2.547, 4.764], [-6.735, -2.931, 4.033], [-5.724, -1.648, 3.346]], "atomic_forces_ev_per_a": [[-0.68, 0.62, 1.12], [0.07, -0.02, 0.04], [-0.07, -0.01, -0.07], [0.06, 0.22, 0.08], [-0.08, 0.36, -0.14], [0.05, -0.03, -0.05], [0.01, 0.01, -0.02], [0.04, 0.04, -0.01], [-0.01, 0.00, 0.02], [0.00, -0.03, 0.01], [0.00, 0.01, -0.01], [-0.02, -0.10, -0.01], [0.00, -0.17, 0.08], [0.06, -0.06, -0.01], [-0.04, -0.01, -0.01], [-0.03, -0.04, 0.06], [-0.06, -0.20, -0.08], [0.03, -0.13, -0.02], [-0.25, 0.11, 0.28], [0.77, -0.79, -0.84], [0.17, 0.03, -0.03], [-0.08, 0.05, 0.11], [-0.05, 0.03, 0.02], [0.00, 0.07, 0.00], [0.03, 0.04, 0.03], [-0.02, -0.09, -0.08], [0.52, -0.18, 0.25], [-0.02, 0.18, 0.08], [-0.06, -0.15, 0.05], [-0.06, -0.03, -0.04], [-0.04, -0.01, -0.03], [0.00, 0.02, 0.00], [0.04, -0.02, -0.04], [-0.03, 0.05, -0.01], [0.05, 0.09, 0.02], [-0.05, 0.00, -0.03], [0.02, -0.01, 0.00], [-0.02, -0.01, 0.01], [0.00, 0.03, -0.01], [0.00, -0.02, -0.01], [0.02, 0.15, -0.20], [0.14, 0.12, 0.10], [-0.43, -0.13, -0.61], [0.14, -0.01, 0.09], [-0.15, -0.06, -0.04], [0.00, -0.02, -0.04], [-0.04, 0.05, -0.09], [-0.08, 0.34, 0.00], [0.06, 0.06, 0.12], [0.59, -1.08, -0.24], [-0.22, 0.35, 0.22], [-0.34, 0.33, 0.04], [0.06, 0.03, -0.03], [0.03, 0.01, 0.02], [0.00, -0.02, 0.06], [-0.01, 0.00, -0.02], [0.05, -0.04, -0.02], [0.17, -0.13, -0.03], [-0.07, -0.19, 0.21], [-0.22, 0.12, -0.08], [-0.16, 0.03, -0.08], [-0.08, 0.07, -0.02], [0.16, 0.15, 0.06], [0.03, 0.03, 0.00], [0.07, -0.01, 0.03], [0.00, 0.06, -0.04], [-0.04, -0.01, 0.05], [-0.06, 0.00, 0.12], [0.02, 0.08, -0.03], [0.08, 0.02, -0.14], [0.03, -0.10, 0.03], [0.04, -0.03, 0.03], [-0.03, -0.04, -0.16], [-0.03, 0.01, -0.05], [0.05, 0.01, -0.01], [-0.01, -0.04, 0.05]]}

---

Number 1: E -2998.71557 Eh. Number 2: E -1383.89715 Eh. Number 3: E -3801.52366 Eh.